# C3H3ClO

A molecular structure, C3H3ClO (ωB97M-V with the def2-TZVPD basis set, OMol25).

Properties
Frontier orbital gap (spin up / spin down) (eV): 7.12 / 7.14
ΔE to the lowest compared entry with this formula, charge and spin (eV): 6.8389
HOMO (spin up / spin down) (eV): -7.64 / -7.64

The geometry in ORCA input format:
```
! RIJCOSX wB97M-V def2-TZVPD def2/J DEFGRID3
* xyz 0 1
C 1.8184 -1.7687 -0.0194
C 2.7938 -0.3211 -0.9357
C -0.0781 -0.2246 0.0664
O 0.6286 -1.4625 0.2899
Cl 3.7198 0.3916 0.2150
H -1.0308 -0.2940 0.3950
H 0.0819 0.1919 -0.9302
H 0.2328 0.6883 0.7308
*
```

Calculated atomic charges, method natural (NBO), unit e: number 1, C, carries 0.304; number 2, C, carries -0.203; number 3, C, carries -0.281; number 4, O, carries -0.495; number 5, Cl, carries 0.060; number 6, H, carries 0.203; number 7, H, carries 0.216; number 8, H, carries 0.197